[1]
80
Properties=species:S:1:pos:R:3 method="wB97M-V/def2-TZVPD" e_tot_ev=-65165.2415 gap_ev="7.9 / 1.6" mol_weight_g_mol=564.0 charge=0 spin_multiplicity=2 relative_energy_kcal_mol=27.72 lumo_energy_ev="-1.146 / -7.411" homo_ev="-9.058 / -9.035"
Cl 1.281 -0.261 0.230
O 1.280 0.785 1.283
O 0.802 0.320 -0.988
O 2.658 -0.833 0.102
O 0.330 -1.271 0.723
C 3.012 -4.476 0.289
C 2.110 -4.642 -0.913
O 1.927 -3.396 -1.668
H 4.046 -4.180 0.108
H 2.973 -5.398 0.868
H 2.636 -3.701 0.957
H 1.126 -4.903 -0.522
H 2.493 -5.480 -1.495
H 1.705 -2.696 -1.050
C -2.263 1.394 3.917
O -2.924 1.673 4.922
N -2.181 0.201 3.390
N -1.534 2.305 3.309
H -1.708 0.140 2.499
H -2.568 -0.674 3.716
H -1.059 2.015 2.466
H -1.677 3.273 3.560
C -2.293 3.028 -0.350
O -2.989 3.975 -0.331
N -1.058 2.848 0.119
N -2.723 1.854 -0.626
H -0.558 1.976 0.217
H -0.648 3.681 0.516
H -3.716 1.723 -0.756
H -2.020 1.147 -0.789
C 5.241 2.097 -0.611
O 6.349 2.522 -0.405
N 4.469 1.608 0.354
N 4.571 2.101 -1.703
H 3.699 1.014 0.083
H 4.808 1.468 1.295
H 5.058 2.689 -2.364
H 3.603 1.819 -1.761
C 2.808 0.447 4.346
O 3.770 0.639 5.057
N 2.616 -0.651 3.667
N 1.944 1.398 4.120
H 3.363 -1.292 3.441
H 1.720 -0.710 3.203
H 2.082 2.283 4.585
H 1.214 1.183 3.456
C 1.660 3.120 -3.738
C 0.296 2.314 -3.745
C -0.712 2.823 -4.784
O -0.835 4.212 -4.768
C -1.942 4.775 -4.114
N 0.638 0.938 -4.029
H 1.534 4.018 -3.132
H 1.959 3.471 -4.726
H 2.409 2.419 -3.372
H -0.094 2.547 -2.755
H -1.698 2.380 -4.646
H -0.402 2.598 -5.804
H -2.054 4.516 -3.061
H -2.848 4.643 -4.706
H -1.870 5.842 -4.329
H 1.133 0.652 -3.197
H -0.277 0.511 -4.044
C -4.822 -3.942 1.920
C -3.323 -4.245 2.036
C -2.447 -3.329 1.016
O -2.777 -3.620 -0.334
C -1.823 -3.193 -1.285
N -2.812 -4.013 3.291
H -5.158 -3.031 2.415
H -5.411 -4.770 2.315
H -5.152 -3.681 0.914
H -3.289 -5.290 1.727
H -1.397 -3.423 1.293
H -2.593 -2.249 1.022
H -0.851 -3.399 -0.837
H -1.793 -2.105 -1.336
H -1.890 -3.725 -2.234
H -3.218 -3.134 3.577
H -1.913 -3.671 2.984



[2]
66
Properties=species:S:1:pos:R:3 method="wB97M-V/def2-TZVPD" e_tot_ev=-31607.7147 gap_ev="1.9 / 9.9" mol_weight_g_mol=340.5 charge=-1 spin_multiplicity=2 relative_energy_kcal_mol=0.00 lumo_energy_ev="2.555 / 2.505" homo_ev="0.689 / -7.409"
C 1.377 5.879 0.681
C -0.003 5.339 0.322
C 0.126 4.165 -0.698
O -0.563 4.732 1.505
H 1.699 6.495 -0.159
H 2.104 5.069 0.736
H 1.500 6.360 1.651
H -0.675 6.071 -0.125
H -0.845 3.719 -0.912
H 0.802 3.406 -0.304
H 0.477 4.574 -1.646
H -1.347 5.231 1.749
C 3.081 -4.294 -1.288
C 2.538 -3.363 -2.411
C 2.990 -1.934 -2.248
O 2.779 -3.769 -3.703
H 2.800 -5.346 -1.343
H 2.862 -3.913 -0.291
H 4.166 -4.336 -1.381
H 1.461 -3.251 -2.280
H 2.531 -1.338 -3.037
H 4.037 -1.735 -2.478
H 2.796 -1.539 -1.251
H 2.146 -4.489 -3.749
C -3.905 1.398 1.304
C -3.167 2.383 0.385
C -2.875 1.831 -1.008
O -3.970 3.488 0.170
H -4.009 1.758 2.328
H -3.360 0.459 1.402
H -4.809 1.101 0.774
H -2.188 2.530 0.841
H -3.745 1.411 -1.513
H -2.067 1.101 -0.952
H -2.565 2.675 -1.623
H -4.781 3.255 -0.289
C -0.465 -4.412 0.089
O -1.485 -3.449 -0.091
H -0.836 -5.200 0.744
H -0.184 -4.814 -0.884
H 0.410 -3.897 0.485
H -0.995 -2.634 -0.224
C 0.497 0.083 0.424
O -0.246 -0.962 -0.213
H 0.188 1.033 -0.013
H 0.434 0.135 1.511
H 1.539 -0.104 0.163
H -0.145 -0.881 -1.164
C -1.066 -2.346 -3.555
O -0.588 -1.155 -2.981
H -1.339 -2.982 -2.713
H -1.940 -2.251 -4.200
H -0.312 -2.904 -4.111
H -0.297 -0.549 -3.666
C -0.699 0.498 3.947
O 0.719 0.674 4.013
H -0.892 -0.574 3.992
H -1.040 1.007 4.849
H -1.165 0.927 3.060
H 0.871 1.567 3.695
C 1.927 -2.182 2.668
O 2.045 -1.939 4.032
H 0.933 -2.191 2.221
H 2.544 -1.458 2.136
H 2.378 -3.142 2.417
H 1.812 -1.026 4.215



[3]
79
Properties=species:S:1:pos:R:3 method="wB97M-V/def2-TZVPD" e_tot_ev=-48592.9290 gap_ev=8.7 smiles="NC(N)=O.NC(N)=O.NC(N)=O.NC(N)=O.NC(N)=O.CC(C)O.CCO.CCO.CCO" mol_weight_g_mol=498.6 charge=0 spin_multiplicity=1 relative_energy_kcal_mol=102.61 lumo_energy_ev=0.075 homo_ev=-8.620
N 0.647 -4.326 -1.466
C 0.516 -3.777 -2.621
N 0.708 -4.575 -3.633
O 0.319 -2.612 -2.764
H 0.502 -3.863 -0.580
H 0.906 -5.302 -1.501
H 1.054 -5.503 -3.436
H 0.719 -4.030 -4.484
N 1.443 0.095 3.502
C 1.157 0.082 4.754
N 2.219 -0.258 5.432
O 0.026 0.199 5.113
H 2.388 -0.151 3.246
H 0.672 0.075 2.849
H 3.064 -0.421 4.903
H 2.337 -0.297 6.434
N 1.276 -0.330 -3.826
C 1.682 -0.361 -5.036
N 1.852 0.810 -5.486
O 2.086 -1.353 -5.656
H 1.057 0.574 -3.433
H 1.049 -1.122 -3.243
H 2.310 1.003 -6.366
H 1.481 1.566 -4.928
N -2.839 -1.785 -1.675
C -3.150 -0.644 -2.206
N -2.209 -0.396 -3.049
O -4.188 -0.070 -2.006
H -3.532 -2.023 -0.980
H -1.913 -2.179 -1.589
H -2.050 0.526 -3.430
H -1.569 -1.161 -3.211
N 2.260 3.553 -1.394
C 1.999 3.480 -2.642
N 2.482 4.504 -3.182
O 1.461 2.576 -3.265
H 2.550 4.411 -0.947
H 1.911 2.803 -0.816
H 2.942 5.262 -2.698
H 2.266 4.543 -4.168
C -0.191 1.889 0.575
C -0.574 0.422 0.378
C 0.110 -0.359 -0.593
O -0.507 -0.302 1.597
H -0.360 2.366 -0.390
H 0.899 1.900 0.582
H -0.626 2.562 1.315
H -1.620 0.407 0.072
H 0.152 0.213 -1.520
H -0.497 -1.196 -0.937
H 1.089 -0.728 -0.287
H -0.669 -1.228 1.402
C 1.622 4.765 1.903
C 1.749 3.937 3.187
O 0.489 3.670 3.695
H 1.241 5.760 2.136
H 0.864 4.347 1.241
H 2.564 4.879 1.367
H 2.260 4.634 3.850
H 2.400 3.072 3.055
H 0.554 2.713 3.657
C -4.313 -0.274 2.269
C -5.551 -0.497 1.396
O -6.479 0.571 1.611
H -4.546 -0.724 3.234
H -3.903 0.708 2.503
H -3.495 -0.872 1.866
H -6.015 -1.466 1.585
H -5.335 -0.459 0.328
H -6.566 1.075 0.798
C 1.852 -3.388 1.937
C 0.367 -3.536 2.230
O -0.396 -3.396 1.060
H 2.204 -3.990 1.099
H 2.457 -3.672 2.798
H 2.096 -2.354 1.694
H 0.013 -2.761 2.910
H 0.053 -4.485 2.664
H -1.283 -3.726 1.218



[4]
82
Properties=species:S:1:pos:R:3 method="wB97M-V/def2-TZVPD" e_tot_ev=-52512.3076 gap_ev=9.7 smiles="COC[C@H](C)N.COC[C@H](C)N.NC(N)=O.NC(N)=O.NC(N)=O.NC(N)=O.NC(N)=O.NC(N)=O" mol_weight_g_mol=538.6 charge=0 spin_multiplicity=1 relative_energy_kcal_mol=0.00 lumo_energy_ev=0.305 homo_ev=-9.348
C -3.507 -1.132 -6.139
O -2.444 -1.297 -5.230
C -2.365 -2.651 -4.806
C -1.591 -2.778 -3.523
C -1.285 -4.239 -3.233
N -2.408 -2.282 -2.376
H -3.340 -0.214 -6.697
H -4.494 -1.203 -5.663
H -3.557 -1.930 -6.900
H -3.384 -3.023 -4.625
H -1.960 -3.273 -5.614
H -0.679 -2.184 -3.457
H -0.770 -4.766 -4.032
H -2.213 -4.767 -2.990
H -0.709 -4.275 -2.307
H -3.322 -2.730 -2.426
H -2.630 -1.307 -2.592
C -0.791 0.760 4.199
O 0.450 1.456 3.982
C 1.225 1.350 5.155
C 2.407 2.312 5.028
C 3.336 2.238 6.241
N 1.956 3.707 4.827
H -0.570 -0.296 4.368
H -1.358 0.864 3.275
H -1.350 1.222 5.014
H 0.637 1.521 6.067
H 1.651 0.336 5.246
H 2.932 1.974 4.134
H 3.133 2.924 7.060
H 4.372 2.345 5.929
H 3.207 1.235 6.669
H 1.242 3.697 4.101
H 1.465 4.015 5.661
N 3.435 3.311 1.689
C 2.954 2.664 0.591
N 2.053 3.335 -0.172
O 3.345 1.540 0.253
H 4.128 2.873 2.263
H 2.975 4.146 2.004
H 1.558 2.847 -0.917
H 1.740 4.254 0.082
N 3.167 -0.208 2.721
C 2.687 -1.441 3.060
N 1.703 -1.847 2.184
O 3.067 -2.089 4.015
H 2.786 0.312 1.952
H 3.921 0.189 3.248
H 1.252 -2.724 2.366
H 1.363 -1.253 1.448
N -4.438 0.251 1.834
C -5.337 0.348 0.809
N -4.726 0.243 -0.437
O -6.531 0.530 0.947
H -4.802 0.157 2.762
H -3.450 0.123 1.643
H -3.754 -0.015 -0.437
H -5.323 0.181 -1.236
N 2.769 -1.208 -1.902
C 2.433 -1.952 -2.994
N 2.800 -3.266 -2.967
O 1.822 -1.449 -3.939
H 2.772 -0.205 -1.974
H 3.077 -1.599 -1.031
H 3.132 -3.662 -2.107
H 2.654 -3.825 -3.784
N -0.575 -0.549 -0.869
C -0.756 -0.105 0.412
N 0.231 0.738 0.851
O -1.777 -0.321 1.060
H 0.332 -0.421 -1.297
H -1.187 -1.315 -1.165
H 0.023 1.147 1.748
H 1.057 0.976 0.327
N -0.380 0.489 -3.995
C -0.272 1.590 -3.201
N -1.381 2.400 -3.190
O 0.707 1.915 -2.519
H 0.385 -0.176 -4.058
H -1.290 0.238 -4.341
H -1.395 3.068 -2.441
H -2.244 2.157 -3.638



[5]
91
Properties=species:S:1:pos:R:3 method="wB97M-V/def2-TZVPD" e_tot_ev=-69299.8075 gap_ev=6.3 mol_weight_g_mol=666.5 charge=-2 spin_multiplicity=1 lumo_energy_ev=3.429 homo_ev=-2.871
Li -6.456 -5.894 5.493
C -10.469 -6.229 6.367
C -11.141 -5.912 7.549
C -10.411 -5.084 8.591
O -10.923 -4.681 9.652
C -9.010 -4.851 8.435
C -8.339 -5.220 7.287
C -9.109 -5.896 6.131
O -8.511 -6.179 5.081
O -7.072 -5.056 7.164
O -12.332 -6.323 7.719
H -10.942 -6.908 5.668
H -8.512 -4.289 9.210
O -5.718 -7.584 5.954
H -6.101 -7.507 6.834
O -13.811 -4.664 10.006
H -12.897 -4.536 10.286
H -13.707 -5.123 9.167
O -10.037 -9.352 4.693
H -10.307 -8.464 4.948
H -9.393 -9.607 5.359
O -8.335 -7.788 2.740
H -8.448 -7.288 3.566
H -8.984 -8.494 2.806
O -4.614 -4.843 5.521
H -4.884 -4.204 6.191
H -3.685 -4.662 5.366
O -10.876 -1.785 8.963
H -10.387 -1.634 9.777
H -10.798 -2.737 8.815
O -6.751 -4.422 3.794
H -6.546 -3.821 3.077
H -7.666 -4.688 3.646
O -14.247 -7.598 9.316
H -13.715 -8.263 9.764
H -13.610 -7.138 8.750
O -8.240 -6.629 10.681
H -8.374 -6.824 9.746
H -7.670 -5.855 10.676
C -6.687 -1.097 7.451
O -6.305 0.005 7.088
N -6.294 -2.253 6.834
N -7.396 -1.260 8.620
H -5.647 -2.138 6.076
H -6.737 -3.155 6.984
H -7.222 -0.554 9.311
H -7.876 -2.097 8.895
C -11.967 -10.082 7.463
O -11.772 -11.269 7.213
N -11.113 -9.390 8.297
N -13.024 -9.370 7.003
H -11.060 -8.381 8.288
H -10.191 -9.800 8.306
H -13.693 -9.912 6.489
H -13.199 -8.419 7.273
C -4.510 -5.827 9.629
O -3.646 -5.762 10.502
N -5.580 -4.966 9.540
N -4.546 -6.798 8.673
H -5.716 -4.407 10.364
H -6.261 -4.932 8.762
H -3.827 -7.492 8.664
H -5.229 -6.645 7.945
C -11.136 -7.444 12.889
O -11.935 -7.981 13.649
N -11.034 -6.081 12.768
N -10.361 -8.120 11.992
H -10.578 -5.726 11.943
H -11.580 -5.523 13.391
H -10.398 -9.120 11.950
H -9.593 -7.651 11.528
C -11.023 -3.588 3.286
O -11.100 -2.879 4.272
N -11.742 -4.746 3.149
N -10.279 -3.254 2.176
H -11.532 -5.320 2.355
H -12.310 -5.030 3.929
H -10.311 -3.854 1.371
H -9.784 -2.387 2.119
C -16.239 -4.946 4.354
C -15.113 -4.739 5.334
C -15.609 -4.907 6.781
O -14.127 -5.741 5.095
H -16.646 -5.943 4.541
H -15.924 -4.884 3.311
H -17.052 -4.232 4.492
H -14.700 -3.724 5.314
H -16.367 -4.147 6.983
H -14.766 -4.817 7.465
H -16.047 -5.894 6.944
H -13.590 -5.822 5.895



[6]
72
Properties=species:S:1:pos:R:3 method="wB97M-V/def2-TZVPD" e_tot_ev=-36683.7183 gap_ev=5.4 mol_weight_g_mol=387.5 charge=-1 spin_multiplicity=1 relative_energy_kcal_mol=0.00 lumo_energy_ev=2.463 homo_ev=-2.921
C 1.342 2.302 -0.364
C 0.843 1.016 -1.097
O 1.507 0.599 -2.274
H 1.496 3.112 -1.078
H 2.269 2.256 0.208
H 0.584 2.661 0.333
H -0.238 1.104 -1.211
H 0.915 0.153 -0.436
C 4.321 -0.896 1.323
C 4.400 -1.398 2.659
O 3.235 -0.836 3.264
H 5.046 -1.308 0.621
H 4.586 0.144 1.130
H 3.378 -0.986 0.785
H 5.109 -0.961 3.361
H 4.451 -2.487 2.672
H 3.027 -1.338 4.055
C -2.010 -2.419 -4.695
C -1.595 -1.517 -3.481
O -0.512 -0.821 -3.844
H -2.528 -2.035 -5.573
H -2.638 -3.210 -4.286
H -1.134 -2.993 -4.996
H -1.252 -2.135 -2.651
H -2.428 -0.926 -3.099
H -0.205 -0.301 -3.098
C -3.138 2.565 2.213
C -3.850 1.966 1.000
C -3.011 1.995 -0.275
O -2.859 3.365 -0.692
C -2.270 3.592 -1.977
N -4.255 0.639 1.336
H -3.870 2.747 2.999
H -2.772 3.558 1.950
H -2.358 1.990 2.711
H -4.652 2.619 0.655
H -3.500 1.380 -1.031
H -2.021 1.592 -0.066
H -1.911 4.619 -1.915
H -2.936 3.444 -2.828
H -1.365 2.986 -2.016
H -3.349 0.196 1.282
H -4.413 0.661 2.334
C -1.682 -1.698 1.567
C -0.471 -1.603 2.460
C -0.623 -2.442 3.729
O -1.789 -2.174 4.550
C -2.351 -3.347 5.194
N 0.679 -1.950 1.659
H -1.633 -0.928 0.797
H -2.653 -1.583 2.050
H -1.685 -2.626 0.996
H -0.351 -0.560 2.757
H 0.199 -2.280 4.426
H -0.701 -3.469 3.374
H -1.602 -3.863 5.795
H -2.843 -3.866 4.371
H -3.052 -2.977 5.942
H 1.379 -1.602 2.298
H 0.617 -1.235 0.948
O 2.075 -1.408 -4.940
H 1.697 -1.982 -5.605
H 1.332 -1.153 -4.392
O 2.722 3.914 -3.938
H 3.072 4.389 -4.692
H 2.607 4.583 -3.264
O 3.919 -1.184 -2.301
H 4.311 -2.017 -2.563
H 3.239 -1.427 -1.673
O 4.687 2.503 -1.528
H 3.984 2.547 -0.880
H 5.476 2.746 -1.043